# 1
DFT (ωB97M-V with the def2-TZVPD basis set) results for a molecular structure, C3H5IS.

Results
Molar mass = 200.0 g/mol
Energy above the lowest of the compared OMol25 structures with the same formula, charge and spin = 145.1 kJ/mol
Highest occupied orbital energy = -8.99 eV

Element x y z (Å)
C (-1.84449, -0.15209, -0.04539)
C (-0.84455, -1.07834, -0.18360)
C (1.85812, 1.08705, 0.30938)
S (2.45169, 2.58422, 0.30850)
I (2.87403, -0.64303, 0.07934)
H (-1.98729, 0.52704, 0.72749)
H (-2.28603, 0.04713, -0.94682)
H (-0.82843, -1.70748, -1.08170)
H (0.75674, 0.84295, 0.24989)
H (-0.14979, -1.50743, 0.58291)


# 2
DFT (ωB97M-V with the def2-TZVPD basis set) results for C4H8O2 in the gas phase.

Results
Molar mass = 88.1 g/mol
Energy above the lowest of the compared OMol25 structures with the same formula, charge and spin = 205.3 kJ/mol
Highest occupied orbital energy = -8.92 eV
SMILES = CCO/C=C/O

Element x y z (Å)
C (2.06453, 0.37594, -0.32380)
C (1.11705, -0.77034, -0.02839)
O (0.20063, -0.37631, 0.99488)
C (-1.10631, -0.50772, 0.60790)
C (-1.79599, 0.53475, 0.15983)
O (-3.05565, 0.36417, -0.34972)
H (1.49345, 1.25725, -0.63516)
H (2.75114, 0.10054, -1.13107)
H (2.65138, 0.63941, 0.56157)
H (1.65677, -1.66563, 0.30813)
H (0.55068, -1.03229, -0.93060)
H (-1.54412, -1.50592, 0.64489)
H (-1.35221, 1.53154, 0.12948)
H (-3.63136, 1.05460, -0.00795)


# 3
DFT (ωB97M-V with the def2-TZVPD basis set) results for a molecular structure, C40H38N3O5P2Se3TeTl.

Results
Molar mass = 1271.6 g/mol
Energy above the lowest of the compared OMol25 structures with the same formula, charge and spin = 23.4 kJ/mol
Highest occupied orbital energy (alpha / beta) = -7.35 / -7.35 eV

Element x y z (Å)
Tl (0.22150, -0.06180, -0.14020)
O (-1.57770, 1.00480, 2.27280)
N (-2.18900, -0.14510, 1.75130)
C (-3.36270, 0.00130, 1.29600)
C (-4.18300, 1.21630, 1.30890)
C (-5.48010, 1.14460, 1.81660)
C (-6.24350, 2.28920, 1.94390)
C (-5.72240, 3.51200, 1.54770)
C (-4.45670, 3.58380, 0.99510)
C (-3.67400, 2.44220, 0.86960)
P (-2.03920, 2.43600, 0.01600)
C (-2.57870, 3.17930, -1.58260)
C (-2.87790, 2.28550, -2.60480)
C (-3.27670, 2.74960, -3.84500)
C (-3.34280, 4.11200, -4.08510)
C (-3.03730, 5.00750, -3.07400)
C (-2.66990, 4.54700, -1.82270)
C (-1.22830, 3.89570, 0.72630)
C (-0.08650, 4.35270, -0.05390)
C (0.70630, 5.57480, 0.40270)
C (0.17820, 6.18580, 1.62800)
C (-0.77550, 5.59670, 2.37550)
C (-1.45880, 4.41220, 1.95360)
H (-0.75960, 0.67570, 2.67470)
H (-3.81260, -0.91900, 0.94140)
H (-5.88060, 0.18630, 2.11470)
H (-7.24610, 2.23210, 2.34310)
H (-6.31740, 4.40820, 1.64680)
H (-4.06810, 4.53230, 0.65530)
H (-2.78740, 1.22460, -2.41130)
H (-3.53790, 2.04950, -4.62480)
H (-3.63620, 4.47740, -5.05800)
H (-3.08920, 6.07180, -3.25650)
H (-2.44740, 5.25850, -1.03850)
H (-0.11650, 4.14710, -1.11840)
H (2.38860, 6.72600, -0.17710)
H (0.56620, 7.15500, 1.90850)
H (-1.11320, 6.06140, 3.29260)
H (-2.23430, 4.00430, 2.58330)
O (4.21190, 0.47750, -2.78270)
C (3.65530, 0.46140, -1.70630)
O (2.66300, -0.23240, -1.32610)
C (4.17790, 1.39550, -0.55870)
P (2.65920, 1.89710, 0.34760)
C (3.24460, 2.26730, 2.05360)
C (4.53860, 2.61770, 2.41070)
C (4.86550, 2.79510, 3.74520)
C (3.90450, 2.63570, 4.73270)
C (2.61020, 2.28220, 4.38510)
C (2.29350, 2.08880, 3.05580)
C (2.29990, 3.56880, -0.29840)
C (1.29590, 4.19890, 0.56450)
C (1.37930, 6.54520, -0.56450)
C (1.49140, 6.08420, -1.98050)
C (2.07440, 4.95240, -2.38710)
C (2.58230, 3.86880, -1.58410)
H (4.77430, 2.22630, -0.93910)
H (4.78860, 0.77350, 0.10080)
H (5.29170, 2.76560, 1.65170)
H (5.87300, 3.07470, 4.01960)
H (4.15990, 2.77860, 5.77270)
H (1.85230, 2.15630, 5.14570)
H (1.29080, 1.79550, 2.77020)
H (1.30800, 3.83750, 1.58820)
H (0.83830, 7.49240, -0.53550)
H (1.12010, 6.76860, -2.73060)
H (2.16990, 4.79340, -3.45530)
H (3.20110, 3.17220, -2.13600)
Se (-1.85820, -2.97440, -0.20190)
Se (-1.22020, -4.88960, -1.14310)
Te (1.23710, -4.88470, -1.74500)
Se (2.13160, -2.74640, -1.09770)
C (0.18600, -0.77830, -3.67170)
O (-0.76370, -0.55180, -2.64830)
H (-0.10440, -0.25650, -4.58840)
H (0.29660, -1.84590, -3.88360)
H (1.13440, -0.38930, -3.30700)
H (-1.56880, -1.05100, -2.82860)
N (5.14570, -0.30700, 5.45790)
C (4.15090, -1.22340, 5.45400)
O (4.00140, -2.03870, 6.33600)
C (3.25490, -1.14840, 4.25510)
C (1.88190, -1.31740, 4.41160)
C (1.07170, -1.24330, 3.29220)
N (1.54970, -1.04090, 2.07300)
C (2.86090, -0.92690, 1.91450)
C (3.75540, -0.96170, 2.97100)
H (5.77140, -0.28400, 6.24680)
H (5.16550, 0.45600, 4.80410)
H (1.46790, -1.49350, 5.39160)
H (-0.00350, -1.36150, 3.36450)
H (3.18790, -0.80980, 0.89100)
H (4.81570, -0.85970, 2.79490)


# 4
DFT (ωB97M-V with the def2-TZVPD basis set) results for a molecular structure, C24H32N2O2STe4Zr.

Results
Molar mass = 1014.2 g/mol
Energy above the lowest of the compared OMol25 structures with the same formula, charge and spin = 289.6 kJ/mol
Highest occupied orbital energy = -5.83 eV

Element x y z (Å)
Zr (0.09696, 0.51907, 0.85250)
Te (-2.27944, 2.52606, 0.83619)
Te (-3.46497, 3.62958, -1.26301)
Te (-4.51509, -0.11069, -1.76049)
Te (-2.52223, -0.19878, -0.06980)
C (5.66780, 3.35716, 0.03591)
C (5.06050, 2.20636, -0.75239)
N (4.44199, 1.21202, 0.13873)
C (5.29785, 0.09257, 0.53326)
C (5.40808, -0.95159, -0.56721)
C (3.22315, 1.41203, 0.62696)
S (2.55092, 0.35344, 1.81408)
N (2.61045, 2.53167, 0.22091)
C (1.49856, 2.65346, -0.43710)
O (0.77332, 1.63140, -0.81166)
C (1.06924, 4.02573, -0.76499)
C (0.07536, 4.23238, -1.71096)
C (-0.31741, 5.52731, -2.02299)
C (0.26959, 6.60357, -1.38337)
C (1.25777, 6.39837, -0.42258)
C (1.66162, 5.11553, -0.11708)
H (6.08863, 4.09431, -0.64770)
H (6.46674, 3.00750, 0.69125)
H (4.90386, 3.84561, 0.63852)
H (5.82747, 1.67853, -1.31769)
H (4.31890, 2.56514, -1.46007)
H (4.88533, -0.35854, 1.43017)
H (6.27565, 0.50599, 0.79114)
H (4.41711, -1.31278, -0.84438)
H (5.99364, -1.79952, -0.21220)
H (5.89550, -0.55908, -1.45960)
H (-0.39094, 3.38765, -2.19878)
H (-1.10891, 5.67926, -2.74228)
H (-0.04939, 7.61041, -1.62082)
H (1.70904, 7.24296, 0.08189)
H (2.43170, 4.93887, 0.62210)
C (-0.12224, -2.60434, 2.08496)
C (-0.05649, -2.76450, 0.56616)
C (0.78107, -3.98488, 0.18998)
C (0.48127, -1.48783, -0.08982)
H (-0.35219, -3.54496, 2.59051)
H (-0.90540, -1.88816, 2.35580)
H (0.84148, -2.25290, 2.47633)
H (-1.07634, -2.93306, 0.20525)
H (1.79816, -3.88485, 0.58109)
H (0.84904, -4.08948, -0.89378)
H (0.35301, -4.90458, 0.59555)
H (0.20862, -1.42713, -1.14552)
H (1.58073, -1.53823, -0.05374)
C (0.12968, 2.80927, 3.74966)
C (-0.24732, 1.37081, 3.91010)
O (-0.61737, 0.72776, 2.90831)
C (-0.25209, 0.73188, 5.22379)
C (-0.50117, -0.64176, 5.30639)
C (-0.51094, -1.26747, 6.53866)
C (-0.28431, -0.52572, 7.69132)
C (-0.04324, 0.84020, 7.61903)
C (-0.02027, 1.47030, 6.38800)
H (0.39015, 3.02160, 2.71434)
H (0.94816, 3.09505, 4.40529)
H (-0.75476, 3.40450, 3.99774)
H (-0.68492, -1.20383, 4.40224)
H (-0.69894, -2.33040, 6.60384)
H (-0.29930, -1.01608, 8.65608)
H (0.12352, 1.41115, 8.52203)
H (0.15843, 2.53508, 6.33792)


# 5
DFT (ωB97M-V with the def2-TZVPD basis set) results for a molecular structure, C18H23N3O3S.

Results
Molar mass = 361.5 g/mol
Energy above the lowest of the compared OMol25 structures with the same formula, charge and spin = 1697.5 kJ/mol
Highest occupied orbital energy = -8.67 eV

Element x y z (Å)
C (-2.68019, 0.42262, -2.35900)
C (-2.60722, 0.04299, -0.99948)
C (-2.82552, -1.15541, -0.60008)
C (-2.92527, -1.60783, 0.74687)
C (-2.71142, -0.77234, 1.56180)
C (-2.55924, 0.62678, 1.37055)
C (-2.61775, 0.91387, 0.13874)
O (-2.37614, 2.33163, -0.65082)
C (-1.98948, 3.36057, 0.23795)
C (-0.49652, 3.07966, 0.78807)
N (-0.16481, 3.14567, 2.02019)
N (1.12095, 2.84729, 1.83277)
C (1.56290, 2.63825, 0.56706)
S (3.12706, 2.70877, 0.01111)
C (2.55682, 2.06661, -1.81489)
H (2.08526, 2.89907, -2.10803)
H (3.50637, 1.57360, -2.13659)
C (1.48507, 0.90776, -1.55311)
O (0.70438, 1.04723, -2.48264)
N (1.70616, 0.10293, -0.55487)
H (2.50744, 0.13315, -0.17759)
C (0.70867, -0.93889, -0.21778)
C (0.63965, -1.04095, 1.19680)
C (1.84313, -1.61818, 2.00698)
C (2.35183, -2.82306, 0.98258)
C (2.68013, -2.81707, -0.28370)
C (1.34002, -2.53702, -0.97276)
H (1.54837, -2.05205, -2.06998)
H (0.46177, -3.13430, -0.74526)
H (3.44473, -2.16996, -0.37219)
H (2.91183, -3.68621, -0.75155)
H (3.23369, -3.36476, 1.59018)
H (1.60930, -3.70473, 1.40814)
H (2.69027, -1.06232, 1.72824)
H (1.66759, -1.86313, 2.90085)
H (0.40128, 0.01597, 1.59349)
H (-0.15052, -1.83968, 1.15474)
H (-0.12952, -0.75082, -0.57521)
O (0.45301, 3.11007, -0.08890)
H (-2.09826, 4.37555, -0.17623)
H (-2.50457, 3.36718, 1.37045)
H (-2.43732, 1.53181, 2.31057)
H (-2.81862, -0.87996, 2.79612)
H (-3.21355, -2.73499, 1.10875)
H (-3.26874, -1.95146, -1.38515)
H (-3.24127, 1.19695, -2.64568)
H (-2.94039, -0.52885, -3.02252)
H (-1.59132, 0.58798, -2.67898)


# 6
DFT (ωB97M-V with the def2-TZVPD basis set) results for 2 unconnected molecules or ions with the total composition H6OP4.

Results
Molar mass = 145.9 g/mol
Energy above the lowest of the compared OMol25 structures with the same formula, charge and spin = 288.2 kJ/mol
Highest occupied orbital energy (alpha / beta) = -8.57 / -8.01 eV

Element x y z (Å)
O (0.02404, -0.37423, -2.03693)
P (-1.13891, -1.25379, -1.86201)
P (-1.26013, 0.25944, 1.01749)
P (1.97713, -0.01448, 0.31233)
P (0.33839, 1.40431, 0.46010)
H (-0.86503, -2.25821, -0.93876)
H (-1.98634, -0.37504, -1.19079)
H (-0.79754, -0.09258, 2.26305)
H (-1.98388, 1.47819, 1.53078)
H (2.86919, 0.65760, -0.79249)
H (2.82307, 0.56878, 1.23723)